Here is a structure of composition C21H14Cl2IrN2O2S2 from OMol25. Energies are from wB97M-V/def2-TZVPD.

Results
- expectation value of S² = 6.067
- total charge = +1
- multiplicity = 5
- LUMO level (spin up / spin down) (eV) = -3.7 / -5.8

XYZ file:
```
44
Properties=species:S:1:pos:R:3:forces:R:3
Ir -0.4264 0.1811 0.6488 0.02 -0.07 -0.43
Cl -1.8463 -1.7118 -0.3672 -0.17 -0.13 0.04
C -1.6062 -3.0132 0.7979 -0.04 0.27 -0.22
C -2.3668 -4.1514 0.6192 0.02 0.00 0.03
C -2.2120 -5.1893 1.5222 0.04 -0.01 0.06
C -1.3154 -5.0634 2.5731 -0.07 -0.04 -0.04
C -0.5723 -3.9055 2.7172 0.12 -0.07 0.20
Cl 0.5180 -3.8054 4.0606 -0.05 0.03 -0.10
C -0.6867 -2.8328 1.8234 0.05 -0.04 0.06
S 0.2930 -1.3862 2.0625 0.12 -0.27 0.16
H -3.0625 -4.2195 -0.2049 0.01 0.00 0.00
H -2.7917 -6.0954 1.4100 0.01 0.02 0.00
H -1.1872 -5.8614 3.2911 0.00 0.01 -0.01
O 1.2579 3.1488 3.1035 0.03 0.06 -0.01
S 0.1410 2.9578 2.2381 0.18 0.03 -0.21
O -0.6072 4.0582 1.7146 0.03 0.06 0.04
N 0.6271 2.0400 0.8890 -0.17 0.28 0.18
C 1.2561 2.6009 -0.1354 0.04 -0.11 0.00
C 1.9140 3.8525 -0.1186 0.02 0.04 0.00
C 2.5625 4.3223 -1.2534 -0.03 -0.04 0.03
C 2.5622 3.5907 -2.4215 -0.03 -0.06 -0.04
C 1.8976 2.3311 -2.4989 0.14 0.15 -0.15
C 1.8425 1.5693 -3.6827 0.04 0.05 -0.04
C 1.1705 0.3782 -3.6844 -0.03 -0.06 0.07
C 0.5536 -0.0492 -2.5002 0.07 -0.06 -0.02
N 0.5903 0.6487 -1.3801 0.01 0.08 0.02
C 1.2576 1.8259 -1.3676 -0.07 -0.04 0.16
C -0.9628 1.7812 2.9276 -0.14 -0.10 0.05
C -2.0801 1.3876 2.1663 -0.05 0.22 0.24
C -2.9504 0.4450 2.7109 0.05 -0.04 -0.07
C -2.6928 -0.0895 3.9656 0.03 -0.01 0.04
C -1.5868 0.3221 4.6973 0.00 -0.03 0.03
C -0.7010 1.2609 4.1799 -0.10 -0.07 -0.04
H 1.9324 4.4337 0.7933 -0.03 -0.02 0.00
H 3.0730 5.2743 -1.2158 -0.01 0.00 0.01
H 3.0649 3.9681 -3.3033 -0.01 -0.01 0.01
H 2.3299 1.9382 -4.5769 -0.01 -0.01 0.01
H 1.1064 -0.2335 -4.5729 -0.01 0.00 0.02
H 0.0244 -0.9934 -2.4619 -0.03 0.02 -0.01
H -2.3601 1.9526 1.2812 0.02 -0.02 -0.04
H -3.8294 0.1462 2.1553 -0.01 0.01 0.01
H -3.3689 -0.8230 4.3847 0.00 0.00 -0.01
H -1.4030 -0.0994 5.6764 0.00 0.01 0.00
H 0.1787 1.5728 4.7259 -0.01 0.01 -0.01
```
Positions in Å, forces in eV/Å.

Here is a structure of composition C21H14CoN3O5S in a non-equilibrium geometry from OMol25. Energies are from wB97M-V/def2-TZVPD.

Results
- expectation value of S² = 3.760
- total charge = -1
- multiplicity = 4
- LUMO level (spin up / spin down) (eV) = 2.8 / 2.8

XYZ file:
```
45
Properties=species:S:1:pos:R:3:forces:R:3
Co 0.6421 -13.3275 4.3693 0.40 -0.87 0.38
O -0.0314 -11.6282 4.0396 -0.80 1.09 -0.18
C -0.1330 -10.8274 5.0816 2.52 1.59 0.94
C 0.3655 -9.4735 4.9806 -1.37 -0.95 -1.64
C 0.6734 -8.7175 6.0735 -0.39 -0.20 0.76
C 0.5425 -9.2209 7.3877 -0.44 -0.13 -0.73
C -0.0477 -10.4780 7.5456 0.58 0.94 0.72
C -0.3802 -11.2341 6.4251 -1.19 -1.00 -1.06
C -1.0302 -12.5255 6.6247 1.23 -1.66 -1.49
N -0.7589 -13.5296 5.8133 1.07 2.90 1.54
N -0.9602 -14.7795 6.1617 -1.38 -2.99 0.01
C -0.5175 -15.6229 5.1989 -1.35 1.02 1.25
O 0.1108 -15.2205 4.1953 0.88 0.46 -1.62
C -0.8669 -17.0713 5.2163 0.27 0.79 1.44
C -0.5803 -17.8000 4.0926 -0.60 -0.18 -0.69
C -0.8322 -19.1575 4.1309 0.32 -0.29 -0.04
C -1.2261 -19.7986 5.3074 0.51 1.07 -0.98
C -1.5772 -19.0301 6.4004 0.44 0.59 -0.65
C -1.3966 -17.6674 6.3720 0.51 1.11 -1.00
H 0.3533 -9.0431 3.9520 0.44 -0.35 0.88
H 0.9447 -7.6972 5.8893 0.37 0.42 0.18
H 0.7978 -8.5761 8.2168 0.05 -0.19 0.17
H -0.1648 -10.8901 8.5801 -0.13 0.26 -1.13
H -1.5893 -12.6467 7.5202 -0.41 -0.59 0.83
H -0.2424 -17.2839 3.1890 0.01 -0.33 0.42
H -0.6641 -19.7191 3.2277 0.21 -0.38 -0.07
H -1.0693 -20.8460 5.3444 -0.65 -0.98 0.18
H -1.9609 -19.4648 7.2598 -0.46 -0.93 1.59
H -1.5395 -16.9536 7.1739 -0.30 -0.48 0.33
O 3.6805 -17.6261 7.5672 -0.83 1.10 -0.16
S 2.7013 -16.5390 7.6003 0.55 -0.87 -0.67
O 1.3836 -16.8789 8.0922 0.66 0.29 0.17
N 2.5221 -15.7441 6.1726 0.32 0.81 0.25
C 2.7462 -14.4323 6.3131 -2.26 -0.51 -1.23
O 2.3486 -13.5409 5.4707 0.97 -0.68 0.71
C 3.3145 -14.0543 7.6262 1.06 1.45 1.22
C 3.7628 -12.8026 8.1191 -0.17 -0.23 -1.06
C 4.4326 -12.7468 9.3365 -0.22 0.77 0.26
C 4.5892 -13.8795 10.1028 -0.47 -1.54 0.56
C 4.0594 -15.1236 9.6797 0.30 0.21 0.50
C 3.4430 -15.1577 8.4492 -0.19 -0.14 0.18
H 3.6266 -11.8717 7.5513 -0.02 -0.62 0.05
H 4.7763 -11.7816 9.7572 -0.21 -0.64 -0.52
H 5.0271 -13.8227 11.0982 0.11 0.04 -0.28
H 4.1254 -16.0487 10.2857 0.03 0.80 -0.36
```
Positions in Å, forces in eV/Å.

Here is an isolated molecule of C21H14F3N7O2 in a non-equilibrium geometry from OMol25. Energies are from wB97M-V/def2-TZVPD.

Results
- total charge = 0
- LUMO level (eV) = 0.4
- SMILES = O=c1[nH]c2cnc(-c3cccnc3OC(F)F)nc2n1Cc1ccc(-n2ccc(F)n2)cc1
- energy above the lowest of the compared OMol25 structures with the same formula, charge and spin (eV) = 0.000

XYZ file:
```
47
Properties=species:S:1:pos:R:3:forces:R:3
O 0.3649 -3.2882 3.8426 -0.16 0.40 0.53
C 0.2081 -3.0436 2.6668 0.69 -1.99 1.33
N -0.4215 -3.8740 1.7800 -1.30 -1.56 -0.69
C -0.3525 -3.3369 0.4982 0.18 -0.39 0.24
C -0.8083 -3.6370 -0.7718 0.54 0.29 0.44
N -0.4635 -2.8673 -1.8099 -0.12 -0.49 -0.26
C 0.3075 -1.8039 -1.5883 -1.58 -0.78 0.03
C 0.6280 -0.9014 -2.7046 0.26 -0.89 0.37
C 0.5667 0.4627 -2.5013 0.06 0.93 -1.29
C 0.9115 1.2954 -3.5833 -0.20 0.18 0.43
C 1.3578 0.7276 -4.7761 -0.33 0.37 1.05
N 1.4870 -0.5782 -4.9176 -0.30 -2.04 0.45
C 1.1120 -1.4139 -3.9076 0.99 2.00 -1.53
O 1.3360 -2.7543 -4.0214 0.77 -0.79 -1.24
C 1.9397 -3.2552 -5.2386 -1.02 0.54 0.73
F 3.2793 -3.0358 -5.2249 -0.95 -0.59 0.21
F 1.6620 -4.5999 -5.3132 0.67 1.51 0.59
N 0.6702 -1.4183 -0.3919 1.73 1.26 1.67
C 0.4117 -2.1909 0.6356 -0.25 0.36 -1.14
N 0.7770 -2.0506 1.9564 0.06 0.36 -1.09
C 1.5798 -1.0086 2.5202 0.50 0.22 -0.51
C 0.7554 0.2149 2.5114 -0.13 2.05 0.44
C 1.0718 1.2801 1.6530 -1.44 -0.14 0.91
C 0.2468 2.4077 1.5801 0.54 0.59 -0.51
C -0.8902 2.5236 2.3642 -0.17 -0.96 0.73
N -1.7901 3.6184 2.2347 -1.36 1.39 0.92
C -2.7596 4.0178 3.1535 0.51 -0.04 0.47
C -3.3363 5.1599 2.6629 -0.50 0.10 -0.38
C -2.7249 5.3863 1.3941 0.06 -0.18 0.90
F -3.0331 6.3979 0.5096 0.81 -1.77 1.31
N -1.7781 4.5028 1.1968 0.42 -0.33 -1.19
C -1.1613 1.4883 3.3155 -0.14 0.37 -0.62
C -0.3409 0.3595 3.3809 -0.06 1.58 -1.43
H -0.6264 -4.8543 2.0310 0.04 1.21 -0.18
H -1.4096 -4.5101 -0.9362 -0.29 -0.23 -0.33
H 0.2133 0.8675 -1.5473 0.21 -0.22 -0.38
H 0.8344 2.3827 -3.5261 0.03 -0.35 0.16
H 1.6423 1.3916 -5.5966 -0.04 -0.47 0.06
H 1.4857 -2.7624 -6.0920 0.20 0.02 -0.11
H 2.4344 -0.8703 1.8525 0.07 -0.03 0.18
H 1.9338 -1.2893 3.5119 -0.20 -0.22 -0.09
H 1.9096 1.2453 0.9958 0.56 -0.23 -0.28
H 0.5524 3.2192 0.8948 -0.51 -0.49 0.45
H -2.9436 3.5694 4.1668 0.42 0.29 -1.51
H -4.1228 5.7236 3.1386 0.05 0.00 -0.10
H -2.0557 1.5018 3.9655 0.63 0.19 -0.54
H -0.6604 -0.3997 4.0352 0.03 -1.02 0.79
```
Positions in Å, forces in eV/Å.

Here is a structure of composition C21H14N7NaO4S2 in a non-equilibrium geometry from OMol25. Energies are from wB97M-V/def2-TZVPD.

Results
- total charge = -2
- LUMO level (eV) = 4.0
- energy above the lowest of the compared OMol25 structures with the same formula, charge and spin (eV) = 0.626

XYZ file:
```
49
Properties=species:S:1:pos:R:3:forces:R:3
Na 0.6777 -2.1289 -0.7854 0.10 0.26 0.38
N -6.3485 1.0703 1.9771 -0.05 -0.06 -0.05
C -5.1447 0.3575 2.0979 0.04 0.30 0.19
C -4.2746 0.6298 3.1712 0.02 -0.07 -0.34
C -3.0149 0.1097 3.1944 0.39 -2.97 -1.76
C -2.6105 -0.8689 2.1772 -0.65 2.30 1.10
C -3.4983 -1.1099 1.1355 1.39 -1.22 0.35
C -4.7555 -0.5436 1.1408 -0.28 0.18 -0.98
S -0.8955 -1.3988 2.1830 -0.19 1.01 1.18
O -0.8962 -2.7177 1.6478 -0.06 -2.25 -0.31
O -0.4217 -1.2473 3.5729 -0.46 0.24 -1.75
N -0.1114 -0.6065 1.0376 0.05 1.71 -0.20
C -0.2625 0.7481 0.8643 0.72 -1.03 0.77
N -1.0491 1.4446 1.7116 -0.19 1.53 -0.22
C -1.2753 2.7334 1.4158 0.02 -0.53 0.56
C -0.7328 3.3265 0.2592 -1.36 0.16 2.37
C 0.1410 2.5471 -0.4410 -0.18 0.07 -0.42
N 0.4549 1.3114 -0.1399 -0.42 -0.87 -0.18
H -6.8274 1.1460 2.8650 -0.32 0.05 -0.44
H -6.9119 0.8307 1.1562 0.21 0.00 0.86
H -4.5557 1.2845 3.9671 -0.37 0.52 0.30
H -2.3195 0.2482 3.9885 0.32 0.42 0.44
H -3.2335 -1.8225 0.3344 -0.04 0.52 0.45
H -5.3811 -0.7430 0.2748 -0.17 0.03 0.16
H -1.9064 3.2975 2.1855 0.84 -0.71 -1.28
H -0.9667 4.3590 0.0940 0.12 0.28 -0.58
H 0.5232 2.9586 -1.3453 0.86 0.17 -0.62
O 7.2230 2.5740 -0.8684 -1.16 0.71 -0.21
C 7.6447 1.3986 -1.4064 -0.05 -0.44 1.06
O 8.7711 1.2868 -1.8051 0.66 0.17 -0.30
C 6.6655 0.3339 -1.2991 0.04 -1.96 -0.35
C 6.9755 -1.0894 -1.3864 0.92 2.93 -0.40
C 6.0206 -2.0108 -1.4403 -3.44 1.05 0.96
C 4.5656 -1.6730 -1.3145 2.11 -0.81 -1.51
S 3.3406 -2.8474 -1.4755 -0.10 -0.43 0.26
C 4.3339 -0.3182 -1.4134 0.43 0.80 0.75
C 5.3271 0.6354 -1.3254 -0.18 0.23 -0.29
H 6.2370 2.5141 -0.7247 1.65 0.04 0.03
H 7.9903 -1.4074 -1.5491 0.40 0.17 0.14
H 6.3269 -2.9814 -1.6003 0.16 -2.21 -0.14
H 3.3855 0.1115 -1.5421 -1.54 -0.12 0.02
H 4.9850 1.6704 -1.4180 -0.02 -0.19 0.01
N -0.9559 -2.3371 -2.4259 -0.10 -0.39 -0.22
C -2.0906 -2.2569 -2.6448 0.14 1.01 0.30
C -3.4514 -1.9697 -2.8179 0.04 1.03 -0.58
C -3.8926 -0.5983 -3.0915 0.34 -0.28 1.50
N -4.1993 0.5277 -3.0387 0.22 -1.36 -0.71
C -4.3642 -3.0063 -2.6127 -1.73 -0.43 -0.47
N -5.2415 -3.7723 -2.5401 0.88 0.41 0.19
```
Positions in Å, forces in eV/Å.

Here is a structure of composition C21H15AsCl2O3TbYb in a non-equilibrium geometry from OMol25. Energies are from wB97M-V/def2-TZVPD.

Results
- expectation value of S² = 15.832
- total charge = +4
- multiplicity = 8
- LUMO level (spin up / spin down) (eV) = -15.0 / -14.9

XYZ file:
```
44
Properties=species:S:1:pos:R:3:forces:R:3
Tb -1.5815 -0.7332 -3.1164 -2.04 -0.37 2.57
Yb 0.9783 -0.0452 1.1243 0.88 1.32 -0.05
Cl -1.7776 -2.8734 -1.9493 0.26 0.56 -0.34
Cl -0.1282 0.4598 -1.1548 -0.65 -0.13 -1.26
C 1.6164 2.4402 1.6161 0.58 5.17 1.58
C -0.1385 -1.9584 -4.5663 4.86 -3.69 -4.91
C -0.1684 0.5972 -4.5250 5.16 3.66 -4.17
O 1.7141 3.5365 1.9713 -0.35 -4.78 -1.62
O 0.6147 -2.4357 -5.3119 -3.89 2.32 3.89
O 0.6580 1.0763 -5.1795 -4.01 -2.18 3.12
C -2.0023 3.0575 4.5595 -0.16 -0.09 -0.05
C -0.7160 2.6186 4.2415 -0.10 0.33 0.16
C -0.5294 1.3844 3.6249 0.27 -0.34 -0.19
C -1.6307 0.5755 3.3265 -0.54 -0.02 -0.42
C -2.9340 1.0360 3.6005 0.67 -0.31 -0.18
C -3.1097 2.2654 4.2272 -0.17 0.15 0.11
As -1.4810 -1.0976 2.2221 -0.11 -0.55 1.64
C 0.3068 -1.7072 2.8860 -0.47 -0.59 -0.17
C 1.1763 -2.3493 1.9569 -0.13 0.43 0.34
C 2.5527 -2.2283 2.1680 0.03 -1.00 -0.09
C 3.0330 -1.7884 3.4097 0.11 0.25 0.03
C 2.1531 -1.3780 4.4078 0.03 -0.32 0.14
C 0.7868 -1.3025 4.1337 0.11 -0.04 -0.12
C -2.5822 -2.2907 3.3226 0.12 0.46 -0.64
C -2.0331 -3.1597 4.2769 -0.35 -1.33 1.36
C -2.8912 -3.9097 5.0877 2.33 0.53 -0.45
C -4.2755 -3.8265 4.9139 -0.56 -0.47 0.59
C -4.8154 -3.0040 3.9171 -0.05 1.61 -1.82
C -3.9701 -2.2458 3.1082 -1.64 -0.41 0.36
H -2.1572 4.0148 5.0693 0.13 -0.40 -0.25
H 0.1474 3.2382 4.4931 -0.27 -0.19 -0.04
H 0.5135 1.0379 3.4702 -0.64 0.21 0.23
H -3.7825 0.4089 3.3274 0.05 0.36 0.17
H -4.1270 2.6072 4.4570 0.51 -0.12 -0.06
H 0.7645 -2.8113 1.0418 0.26 0.25 0.33
H 3.2523 -2.5967 1.4155 -0.11 -0.05 0.27
H 4.1009 -1.8090 3.6099 -0.11 0.08 -0.08
H 2.5173 -1.1386 5.4041 0.02 0.05 -0.20
H 0.0929 -0.9379 4.8939 0.26 0.10 -0.25
H -0.9510 -3.2435 4.3906 -0.44 -0.05 0.07
H -2.4661 -4.5557 5.8509 -0.14 0.05 -0.08
H -4.9391 -4.4093 5.5492 0.08 0.03 -0.08
H -5.8902 -2.9447 3.7639 0.15 -0.10 0.10
H -4.3728 -1.6053 2.3097 0.03 -0.42 0.49
```
Positions in Å, forces in eV/Å.

Which formula does entry 3 have?
C21H14F3N7O2

What is the total charge in the fourth record?
-2

Among the records above, which one has the highest total charge?
C21H15AsCl2O3TbYb

Which formula does entry 5 have?
C21H15AsCl2O3TbYb